Entry from the Open Molecules 2025 dataset: 2 unconnected molecules or ions with the total composition C4H11N3O2 (ωB97M-V with the def2-TZVPD basis set).

<S²>: 0.767
HOMO energy (alpha / beta): -13.79 / -13.78 eV
Kohn-Sham gap (alpha / beta): 9.462 / 5.054 eV
Energy relative to the best compared isomer or geometry (same formula, charge and spin): 5.197 eV
Lowest unoccupied orbital energy (alpha / beta): -4.324 / -8.726 eV

Structure (ORCA input):
```
! wB97M-V def2-TZVPD RIJCOSX def2/J DEFGRID3
* xyz 1 2
C -0.807 -1.797 -0.430
C 1.017 -0.960 0.955
N 1.060 0.129 0.371
N -0.230 -1.712 0.932
N 2.247 -1.661 1.457
H -1.088 2.056 1.609
H 1.731 0.782 -0.090
H -0.891 -1.499 1.734
H 2.576 -2.346 0.848
H 3.007 -1.039 1.457
H -1.989 -1.652 -0.442
H -0.498 -2.838 -0.702
H -0.375 -1.130 -1.183
C -0.748 1.623 -1.511
C -0.888 2.463 -0.268
O -1.706 1.764 0.646
O -0.372 3.582 -0.022
H -1.608 1.915 -2.079
H -0.715 0.592 -1.182
H 0.277 1.729 -2.102
*
```


Entry from the Open Molecules 2025 dataset: a single C4H11N3S molecule (ωB97M-V with the def2-TZVPD basis set).

SMILES: NCC(CN)C(N)=S
HOMO energy: -7.95 eV
Kohn-Sham gap: 8.578 eV
Energy relative to the best compared isomer or geometry (same formula, charge and spin): 0.219 eV
Lowest unoccupied orbital energy: 0.629 eV

Structure (ORCA input):
```
! wB97M-V def2-TZVPD RIJCOSX def2/J DEFGRID3
* xyz 0 1
N -1.892 -0.770 -0.282
C -1.148 -0.522 0.958
C 0.258 0.110 0.688
C 0.130 1.393 -0.226
N 1.320 2.122 -0.452
C 1.199 -0.905 0.007
N 0.674 -1.661 -0.962
S 2.881 -0.818 0.343
H -2.497 0.000 -0.540
H -2.623 -1.468 -0.100
H -0.968 -1.484 1.522
H -1.701 0.193 1.590
H 0.735 0.432 1.616
H -0.646 2.060 0.238
H -0.440 1.138 -1.153
H 1.981 1.643 -1.018
H 1.820 2.300 0.436
H 1.265 -2.229 -1.550
H -0.347 -1.534 -1.115
*
```


Entry from the Open Molecules 2025 dataset: 3 unconnected molecules or ions with the total composition C4H11N3S (ωB97M-V with the def2-TZVPD basis set).

SMILES: [H]/N=C\C.C=NS.C=N
HOMO energy: -8.48 eV
Kohn-Sham gap: 9.279 eV
Energy relative to the best compared isomer or geometry (same formula, charge and spin): 3.976 eV
Lowest unoccupied orbital energy: 0.802 eV

Structure (ORCA input):
```
! wB97M-V def2-TZVPD RIJCOSX def2/J DEFGRID3
* xyz 0 1
H 0.741 0.079 -1.865
N 0.755 -0.823 -2.365
C 0.170 -1.851 -1.969
C -0.769 -1.976 -0.741
H 0.231 -2.803 -2.398
H -0.260 -2.657 -0.141
H -0.713 -0.891 -0.347
H -1.661 -2.295 -1.179
C -1.161 0.046 2.933
N -0.293 0.351 2.073
S 1.357 0.000 2.234
H -1.039 -0.262 3.869
H -2.133 0.169 2.592
H 1.538 0.344 0.975
C 0.720 2.736 -0.993
N 0.568 1.595 -0.488
H 0.721 3.702 -0.554
H 1.075 2.832 -2.075
H 0.153 1.704 0.440
*
```